Model P:
Formula: C2H7ClOSi
Source: the Open Molecules 2025 dataset
Level of theory: ωB97M-V/def2-TZVPD

Summary:
SMILES: C[Si](C)(O)Cl
Frontier orbital gap: 11.4 eV
Lowest unoccupied orbital energy: 0.694 eV

Element x y z (Å)
C1 -0.4915 -0.6626 -1.4264
C2 -0.2909 -0.1469 1.7235
O1 0.4167 1.9321 -0.2695
Si1 0.4445 0.1617 0.0090
Cl1 2.3993 -0.3934 -0.0760
H1 -1.3071 -0.0310 -1.7674
H2 0.1641 -0.8447 -2.2724
H3 -0.9179 -1.6174 -1.1301
H4 0.4792 -0.2132 2.4854
H5 -0.9662 0.6541 2.0044
H6 -0.8495 -1.0775 1.7373
H7 0.9194 2.2390 -1.0178

natural (NBO) analysis output, partial charges in e: C -1.13; C -1.13; O -1.08; Si 1.76; Cl -0.40; H 0.25; H 0.25; H 0.24; H 0.25; H 0.26; H 0.24; H 0.49


Model Q:
Formula: C2H7ClOSi
Source: the Open Molecules 2025 dataset
Level of theory: ωB97M-V/def2-TZVPD

Summary:
SMILES: C[Si](C)=O.Cl
Frontier orbital gap: 10.9 eV
Lowest unoccupied orbital energy: 0.274 eV

Element x y z (Å)
C1 0.2234 -0.7856 -1.2002
C2 0.9829 1.5210 0.8667
O1 -0.7141 -0.6963 1.7012
Si1 0.0350 -0.0462 0.5371
Cl1 -2.6908 -1.4047 -0.5759
H1 -0.6387 -1.4647 -1.5059
H2 0.2396 -0.0709 -2.0593
H3 1.1244 -1.3541 -1.1982
H4 1.2233 2.2073 0.0899
H5 0.2123 1.9899 1.4922
H6 1.9274 1.3279 1.4464
H7 -1.9246 -1.2235 0.4060

natural (NBO) analysis output, partial charges in e: C -1.20; C -1.19; O -1.18; Si 2.01; Cl -0.31; H 0.28; H 0.26; H 0.25; H 0.25; H 0.26; H 0.27; H 0.29


Least stable = model Q


Model P:
Formula: C4H5NOS2
Source: the Open Molecules 2025 dataset
Level of theory: ωB97M-V/def2-TZVPD

Summary:
Frontier orbital gap: 6.8 eV
Lowest unoccupied orbital energy: -1.181 eV

Element x y z (Å)
C1 0.7616 -1.1119 -0.0604
C2 0.3771 -0.3909 -1.0957
C3 -0.5649 0.5377 -0.7865
C4 0.2148 -0.7449 1.0568
H1 2.7904 -1.7664 -0.9612
H2 0.4799 -0.9448 -2.2023
H3 -1.8348 2.8802 -0.3609
H4 -0.4035 1.9971 1.8655
H5 0.2225 -1.3010 2.0863
N1 -0.7922 0.1621 0.6378
O1 1.7370 -1.9935 -0.1124
S1 -1.5335 1.5065 -1.8493
S2 -1.4545 1.1698 1.7825

natural (NBO) analysis output, partial charges in e: C 0.17; C -0.30; C -0.07; C -0.10; H 0.46; H 0.22; H 0.11; H 0.09; H 0.24; N -0.53; O -0.65; S 0.08; S 0.27


Model Q:
Formula: C4H5NOS2
Source: the Open Molecules 2025 dataset
Level of theory: ωB97M-V/def2-TZVPD

Summary:
SMILES: C=CC=S.O=C=NS
Frontier orbital gap (alpha / beta): 7.7 / 7.7 eV
Lowest unoccupied orbital energy (alpha / beta): -1.154 / -1.153 eV

Element x y z (Å)
C1 1.0172 -0.6067 -1.1020
C2 1.8255 -1.2980 -0.1002
C3 -2.2828 1.1992 0.2251
C4 0.9546 0.7506 -1.3225
N1 -2.0544 0.7294 1.3034
O1 -2.5509 1.9526 -0.6070
S1 2.3278 -0.3716 1.1386
S2 -1.1155 -0.4517 2.0439
H1 0.3741 -1.1255 -1.6390
H2 1.5781 -2.3949 -0.0048
H3 1.7206 1.3351 -0.7244
H4 0.3823 1.3303 -1.9944
H5 -2.1767 -1.0489 2.7833

natural (NBO) analysis output, partial charges in e: C -0.29; C -0.31; C 0.85; C -0.30; N -0.72; O -0.50; S 0.07; S 0.24; H 0.19; H 0.22; H 0.20; H 0.21; H 0.13


Model R:
Formula: C4H5NOS2
Source: the Open Molecules 2025 dataset
Level of theory: ωB97M-V/def2-TZVPD

Summary:
SMILES: ONC(=S)/C=C/C=S
Frontier orbital gap: 7.6 eV
Lowest unoccupied orbital energy: -1.530 eV

Element x y z (Å)
C1 -0.9232 -0.8809 -0.2129
C2 -0.5007 0.5406 -0.2604
C3 0.7822 0.9725 -0.1148
C4 1.0799 2.3851 -0.1983
H1 -1.1879 -3.1045 0.1140
H2 0.3783 -1.3139 1.3523
H3 -1.3031 1.2010 -0.4936
H4 1.6551 0.2898 -0.0306
H5 0.2010 3.0506 -0.3830
N1 -0.2193 -1.6318 0.6244
O1 -0.4465 -2.9751 0.7839
S1 -2.0888 -1.5146 -1.1795
S2 2.5727 2.9814 -0.0014

natural (NBO) analysis output, partial charges in e: C 0.01; C -0.17; C -0.25; C -0.31; H 0.49; H 0.40; H 0.23; H 0.23; H 0.21; N -0.24; O -0.53; S -0.16; S 0.08


Least stable = model P


Model P:
Formula: CHF3N2
Source: the Open Molecules 2025 dataset
Level of theory: ωB97M-V/def2-TZVPD

Summary:
SMILES: F/N=C/N(F)F
Frontier orbital gap: 11.6 eV
Lowest unoccupied orbital energy: 0.288 eV

Element x y z (Å)
C1 0.4589 -0.1400 0.0954
N1 0.7986 1.0650 0.0264
N2 -1.0348 -0.4895 0.4178
F1 2.1272 1.3258 -0.2106
F2 -1.8174 0.6374 0.1587
F3 -1.5458 -1.4023 -0.5027
H1 1.0132 -0.9963 0.0149

natural (NBO) analysis output, partial charges in e: C 0.13; N 0.00; N 0.31; F -0.21; F -0.21; F -0.22; H 0.20


Model Q:
Formula: CHF3N2
Source: the Open Molecules 2025 dataset
Level of theory: ωB97M-V/def2-TZVPD

Summary:
SMILES: [H]/N=C(\F)N(F)F
Frontier orbital gap: 11.7 eV
Lowest unoccupied orbital energy: 0.469 eV

Element x y z (Å)
C1 1.1794 0.2737 -0.1275
N1 0.1766 -0.3863 -0.3928
N2 2.4948 -0.2140 -0.4115
F1 1.2390 1.6418 0.1635
F2 3.4713 0.6545 0.0122
F3 2.6909 -1.4412 0.2568
H1 -0.8609 -0.0199 -0.3809

natural (NBO) analysis output, partial charges in e: C 0.69; N -0.65; N 0.26; F -0.33; F -0.19; F -0.20; H 0.42


Least stable = model P


Model P:
Formula: C3H3Br2F
Source: the Open Molecules 2025 dataset
Level of theory: ωB97M-V/def2-TZVPD

Summary:
Frontier orbital gap (alpha / beta): 7.1 / 8.3 eV
Lowest unoccupied orbital energy (alpha / beta): -1.151 / -0.499 eV

Element x y z (Å)
C1 -0.2305 -0.5106 -0.5367
C2 -0.4060 0.8380 -0.8646
C3 0.4788 -0.7589 1.0295
F1 0.6464 1.4775 -1.3530
Br1 2.1313 0.1612 1.4254
Br2 -0.9168 -0.4094 2.3967
H1 -1.0991 -1.1521 -0.2075
H2 0.6271 -1.0661 -1.0438
H3 -1.2312 1.4203 -0.8461

natural (NBO) analysis output, partial charges in e: C -0.57; C 0.30; C -0.18; F -0.31; Br 0.07; Br 0.00; H 0.27; H 0.26; H 0.17


Model Q:
Formula: C3H3Br2F
Source: the Open Molecules 2025 dataset
Level of theory: ωB97M-V/def2-TZVPD

Summary:
Frontier orbital gap (alpha / beta): 8.2 / 7.0 eV
Lowest unoccupied orbital energy (alpha / beta): -0.643 / -1.226 eV

Element x y z (Å)
C1 -0.4377 0.0754 -0.4899
C2 -1.2009 0.2025 0.6688
C3 1.2924 -0.3639 -0.6231
F1 -1.1065 1.1835 1.5079
Br1 2.2650 1.2206 -0.3580
Br2 1.9006 -1.8570 0.4950
H1 -0.8386 -0.6602 -1.1473
H2 -0.1686 0.9790 -1.0425
H3 -1.7056 -0.7800 0.9890

natural (NBO) analysis output, partial charges in e: C -0.56; C 0.31; C -0.22; F -0.29; Br 0.09; Br 0.03; H 0.24; H 0.24; H 0.15


Least stable = model Q


Model P:
Formula: C3H11N2O
Source: the Open Molecules 2025 dataset
Level of theory: ωB97M-V/def2-TZVPD

Summary:
Total charge: +1
Frontier orbital gap: 9.5 eV
Lowest unoccupied orbital energy: -3.273 eV

Element x y z (Å)
C1 0.0087 -1.1766 2.0874
C2 0.0568 -0.3040 0.8954
C3 -0.9227 0.5921 0.6864
N1 -0.8552 1.5398 -0.4494
N2 1.1460 -0.4143 0.0776
H1 -0.7164 -1.9887 1.9857
H2 -0.2570 -0.7468 3.0589
H3 0.9478 -1.6582 2.3731
H4 -1.7334 0.7805 1.3671
H5 -0.1502 1.2978 -1.1519
H6 -0.6929 2.4872 -0.1085
H7 -1.7353 1.5615 -0.9700
H8 1.7192 -1.2351 0.1994
H9 1.0370 -0.1495 -0.8939
H10 1.3244 0.2365 -3.3679
H11 0.2511 -0.8558 -2.9866
O1 0.5721 0.0334 -2.8028

natural (NBO) analysis output, partial charges in e: C -0.68; C 0.25; C -0.25; N -0.68; N -0.80; H 0.26; H 0.26; H 0.24; H 0.23; H 0.45; H 0.44; H 0.44; H 0.41; H 0.40; H 0.51; H 0.50; O -0.99


Model Q:
Formula: C3H11N2O
Source: the Open Molecules 2025 dataset
Level of theory: ωB97M-V/def2-TZVPD

Summary:
Total charge: +1
Frontier orbital gap: 10.1 eV
Lowest unoccupied orbital energy: -3.129 eV

Element x y z (Å)
C1 1.2473 0.0828 -1.3211
C2 -1.0329 -0.9402 -1.0255
C3 -0.2299 0.2597 -1.0581
N1 0.3103 -0.1170 2.5366
N2 -0.7810 1.3671 -0.9181
O1 -0.1802 0.0622 1.3569
H1 1.6794 -0.8689 -0.8583
H2 1.2950 0.0392 -2.4255
H3 1.8648 0.9031 -0.8467
H4 -2.0901 -0.8034 -1.0618
H5 -0.5284 -1.9029 -1.5279
H6 -0.7963 -1.2684 -0.0329
H7 -0.4684 -0.0948 3.3323
H8 0.7205 -1.0289 2.5386
H9 -0.2894 2.2955 -0.7453
H10 1.0722 0.5498 2.8605
H11 -1.7930 1.4650 -0.8037

natural (NBO) analysis output, partial charges in e: C -0.68; C -0.73; C 0.54; N -0.31; N -0.64; O -0.76; H 0.26; H 0.27; H 0.25; H 0.25; H 0.27; H 0.32; H 0.37; H 0.38; H 0.44; H 0.36; H 0.43


Least stable = model Q


Model P:
Formula: C3H11N2O
Source: the Open Molecules 2025 dataset
Level of theory: ωB97M-V/def2-TZVPD

Summary:
Total charge: +1
Frontier orbital gap: 11.0 eV
Lowest unoccupied orbital energy: -3.219 eV

Element x y z (Å)
C1 -1.1969 -0.7886 1.6342
N1 0.0337 -0.4037 0.9072
C2 0.4714 1.0300 1.1328
H1 -1.4650 -1.8190 1.3091
H2 -1.0064 -0.7396 2.7037
H3 -1.9862 -0.0805 1.3644
H4 -0.0214 -0.5454 -0.1240
H5 0.8037 -1.0334 1.2215
H6 -0.2925 1.7173 0.8133
H7 1.3934 1.1891 0.5224
H8 0.7045 1.1325 2.1929
C3 0.8369 -0.4311 -2.4170
N2 -0.1170 0.4805 -1.9717
O1 2.0101 -0.4632 -2.0169
H9 0.4435 -1.1808 -3.1305
H10 0.2809 1.2773 -1.5366
H11 -0.8926 0.6587 -2.6046

natural (NBO) analysis output, partial charges in e: C -0.42; N -0.51; C -0.43; H 0.24; H 0.24; H 0.23; H 0.46; H 0.44; H 0.23; H 0.25; H 0.24; C 0.51; N -0.87; O -0.57; H 0.15; H 0.39; H 0.42


Model Q:
Formula: C3H11N2O
Source: the Open Molecules 2025 dataset
Level of theory: ωB97M-V/def2-TZVPD

Summary:
Total charge: +1
Frontier orbital gap: 9.4 eV
Lowest unoccupied orbital energy: -3.219 eV

Element x y z (Å)
C1 1.5200 1.2273 0.4117
C2 0.5134 0.0378 0.2764
C3 0.7949 -1.2005 -0.1502
N1 1.9111 -1.6788 -0.7682
N2 -0.8513 0.3453 0.8420
H1 1.9567 0.9299 1.3344
H2 1.1935 2.2468 0.4592
H3 2.3165 1.0796 -0.2616
H4 0.0268 -1.9072 -0.3462
H5 2.8071 -1.9522 -0.2207
H6 1.6496 -2.2574 -1.5552
H7 -0.9796 0.8033 1.7115
H8 -1.2043 -0.5820 1.0976
H9 -1.4693 0.5993 0.0328
H10 -3.5851 0.3652 -1.5634
H11 -3.5715 1.3274 -0.4524
O1 -3.0283 0.6161 -0.8476

natural (NBO) analysis output, partial charges in e: C -0.67; C 0.09; C -0.01; N -0.84; N -0.71; H 0.23; H 0.24; H 0.25; H 0.18; H 0.43; H 0.40; H 0.44; H 0.43; H 0.49; H 0.51; H 0.49; O -0.97


Model R:
Formula: C3H11N2O
Source: the Open Molecules 2025 dataset
Level of theory: ωB97M-V/def2-TZVPD

Summary:
SMILES: C[NH+](C)[C@@H](N)O
Total charge: +1
Frontier orbital gap: 11.2 eV
Lowest unoccupied orbital energy: -3.290 eV

Element x y z (Å)
C1 1.2865 1.2678 0.2110
C2 -0.2842 -0.0323 1.6139
C3 -0.3271 -0.2335 -0.9222
N1 -0.9532 -1.7076 -0.7285
N2 0.4657 0.0178 0.3414
O1 -1.2238 0.7538 -1.1773
H1 0.5681 1.8891 -0.1518
H2 1.6656 1.6085 1.1071
H3 2.0290 1.1014 -0.5107
H4 -0.6149 -1.0942 1.7222
H5 0.3549 0.2399 2.5500
H6 -1.1537 0.6191 1.4779
H7 0.4826 -0.1665 -1.7058
H8 -0.2347 -2.4201 -0.9076
H9 -1.6732 -1.9004 -1.3164
H10 1.1793 -0.6727 0.5250
H11 -1.5670 0.7299 -2.1281

natural (NBO) analysis output, partial charges in e: C -0.40; C -0.45; C 0.42; N -0.85; N -0.36; O -0.70; H 0.23; H 0.24; H 0.22; H 0.26; H 0.25; H 0.24; H 0.17; H 0.38; H 0.38; H 0.44; H 0.53


Model S:
Formula: C3H11N2O
Source: the Open Molecules 2025 dataset
Level of theory: ωB97M-V/def2-TZVPD

Summary:
Total charge: +1
Frontier orbital gap: 11.5 eV
Lowest unoccupied orbital energy: -3.488 eV

Element x y z (Å)
C1 -1.1433 0.7818 1.3084
C2 -0.4263 1.6127 0.2803
N1 1.3138 -0.5681 -2.0912
C3 1.0275 0.2316 -1.0834
N2 -0.1019 0.8734 -0.9574
H1 -1.9289 0.1636 0.8670
H2 -0.3891 0.0857 1.6772
H3 -1.6441 1.3637 2.0757
H4 -1.0475 2.4324 -0.0916
H5 0.4703 2.0694 0.6879
H6 0.6062 -1.0933 -2.5861
H7 2.2565 -0.9211 -2.1741
H8 1.7657 0.3528 -0.3036
H9 -0.8420 0.5012 -1.5266
H10 0.4411 -2.4893 1.9326
H11 -0.4611 -3.0884 0.9571
O1 0.1029 -2.3081 1.0278

natural (NBO) analysis output, partial charges in e: C -0.63; C -0.22; N -0.72; C 0.41; N -0.48; H 0.22; H 0.22; H 0.25; H 0.22; H 0.22; H 0.43; H 0.43; H 0.23; H 0.41; H 0.48; H 0.48; O -0.96


Least stable = model R